Entry 1:
Density functional theory data (the ωB97M-V functional and the def2-TZVPD basis) for a molecular structure, C29H64F5GeI2N2O2PdSSi4Te.

```
! wB97M-V def2-TZVPD RIJCOSX def2/J DEFGRID3
* xyz 3 1
Pd -0.152 -1.007 -0.088
N -4.736 -2.316 4.560
C -3.790 -1.744 4.252
C -2.611 -1.044 3.830
C -2.054 -0.017 4.579
C -0.918 0.609 4.088
C -0.387 0.185 2.887
N -0.918 -0.809 2.156
C -2.015 -1.401 2.624
H -2.501 0.281 5.518
H -0.449 1.414 4.637
H 0.503 0.651 2.484
H -2.447 -2.197 2.034
C 2.026 -2.453 2.632
Si 3.272 -2.497 1.262
C 3.347 -4.055 0.271
C 4.869 -1.633 1.639
Si 2.117 -0.554 -0.308
Si 3.279 1.735 0.015
C 5.105 1.577 -0.274
C 2.438 2.795 -1.252
C 2.793 1.994 1.797
Si 3.752 -1.555 -2.500
C 5.451 -1.853 -1.841
C 2.731 -3.040 -2.919
C 3.631 -0.066 -3.587
H 2.196 -3.321 3.279
H 1.009 -2.516 2.245
H 2.115 -1.556 3.247
H 3.642 -4.887 0.920
H 4.074 -4.006 -0.538
H 2.369 -4.282 -0.149
H 5.357 -2.195 2.445
H 4.732 -0.613 2.000
H 5.554 -1.621 0.793
H 5.347 1.359 -1.314
H 5.602 0.853 0.371
H 5.541 2.557 -0.048
H 2.690 2.484 -2.266
H 2.757 3.837 -1.142
H 1.359 2.767 -1.135
H 2.938 1.108 2.419
H 1.754 2.317 1.874
H 3.415 2.788 2.222
H 5.522 -2.720 -1.189
H 5.874 -0.987 -1.333
H 6.086 -2.050 -2.715
H 1.986 -3.269 -2.153
H 3.380 -3.912 -3.042
H 2.197 -2.861 -3.855
H 4.283 0.746 -3.263
H 2.612 0.304 -3.693
H 3.971 -0.387 -4.580
I -0.186 -0.561 -2.924
I -1.529 -0.666 -5.290
C -4.339 5.042 -3.568
C -3.148 4.952 -2.622
C -2.233 3.775 -2.949
C -1.031 3.692 -2.011
Ge -1.371 3.387 -0.098
C -2.617 3.978 1.288
C -2.314 5.447 1.619
C -3.110 5.903 2.841
C -2.921 7.390 3.123
H -5.000 5.859 -3.284
H -4.920 4.119 -3.556
H -4.008 5.223 -4.591
H -3.510 4.848 -1.591
H -2.567 5.878 -2.667
H -1.858 3.883 -3.971
H -2.812 2.850 -2.924
H -0.470 4.632 -2.041
H -0.355 2.880 -2.287
H 0.016 3.325 0.600
H -2.413 3.336 2.147
H -3.652 3.854 0.983
H -2.571 6.083 0.767
H -1.245 5.586 1.818
H -2.797 5.319 3.711
H -4.170 5.691 2.679
H -1.868 7.630 3.279
H -3.468 7.687 4.016
H -3.281 7.994 2.289
C -0.779 -4.940 3.011
C 0.056 -5.504 1.864
C -0.636 -5.440 0.506
S -1.010 -3.744 0.004
O 0.366 -3.150 -0.405
C -1.919 -4.076 -1.523
C -1.113 -4.738 -2.633
C -1.942 -4.786 -3.915
H -0.300 -5.143 3.968
H -1.769 -5.398 3.038
H -0.904 -3.858 2.924
H 0.271 -6.556 2.056
H 1.018 -4.988 1.805
H -1.602 -5.950 0.531
H -0.018 -5.862 -0.287
H -2.316 -3.113 -1.848
H -2.767 -4.689 -1.205
H -0.837 -5.755 -2.351
H -0.192 -4.173 -2.797
H -2.850 -5.372 -3.770
H -1.374 -5.246 -4.722
H -2.236 -3.784 -4.233
F -2.617 -1.177 -0.245
Te -3.052 0.662 -0.391
F -4.779 0.024 -0.241
F -3.827 2.288 -0.830
F -3.269 0.951 1.437
F -3.228 0.301 -2.201
O -1.330 1.263 -0.229
*
```

Properties
HOMO (spin up / spin down), eV: -16.160 / -16.336
E, eV: -177585.234
F_max, eV/Å: 3.023

These are the Löwdin partial charges, in e, on atoms 1 to 99: atom 1 (Pd): 0.4106, atom 2 (N): 0.2167, atom 3 (C): -0.1493, atom 4 (C): -0.1801, atom 5 (C): 0.0419, atom 6 (C): -0.0068, atom 7 (C): -0.1355, atom 8 (N): -0.0084, atom 9 (C): -0.1256, atom 10 (H): 0.1447, atom 11 (H): 0.1263, atom 12 (H): 0.0757, atom 13 (H): 0.1004, atom 14 (C): -0.1784, atom 15 (Si): 0.5717, atom 16 (C): -0.1826, atom 17 (C): -0.1752, atom 18 (Si): 0.6584, atom 19 (Si): 0.4449, atom 20 (C): -0.1784, atom 21 (C): -0.2046, atom 22 (C): -0.2028, atom 23 (Si): 0.6425, atom 24 (C): -0.1643, atom 25 (C): -0.1932, atom 26 (C): -0.1708, atom 27 (H): 0.0699, atom 28 (H): -0.0065, atom 29 (H): 0.0461, atom 30 (H): 0.0688, atom 31 (H): 0.0174, atom 32 (H): 0.0112, atom 33 (H): 0.0724, atom 34 (H): 0.0290, atom 35 (H): 0.0178, atom 36 (H): 0.0249, atom 37 (H): 0.0256, atom 38 (H): 0.0674, atom 39 (H): 0.0344, atom 40 (H): 0.0661, atom 41 (H): -0.0330, atom 42 (H): 0.0232, atom 43 (H): 0.0078, atom 44 (H): 0.0638, atom 45 (H): 0.0286, atom 46 (H): 0.0299, atom 47 (H): 0.0797, atom 48 (H): -0.0070, atom 49 (H): 0.0693, atom 50 (H): 0.0476, atom 51 (H): 0.0379, atom 52 (H): -0.0169, atom 53 (H): 0.0814, atom 54 (I): 0.3462, atom 55 (I): 0.2982, atom 56 (C): -0.0870, atom 57 (C): -0.2764, atom 58 (C): -0.2835, atom 59 (C): -0.2950, atom 60 (Ge): 1.0538, atom 61 (C): -0.3161, atom 62 (C): -0.2921, atom 63 (C): -0.2675, atom 64 (C): -0.0978, atom 65 (H): 0.0818, atom 66 (H): 0.0791, atom 67 (H): 0.0828, atom 68 (H): 0.0888, atom 69 (H): 0.1188, atom 70 (H): 0.1253, atom 71 (H): 0.0839, atom 72 (H): 0.0887, atom 73 (H): 0.0299, atom 74 (H): -0.0035, atom 75 (H): 0.0679, atom 76 (H): 0.0724, atom 77 (H): 0.1132, atom 78 (H): 0.1065, atom 79 (H): 0.1116, atom 80 (H): 0.1175, atom 81 (H): 0.0772, atom 82 (H): 0.0805, atom 83 (H): 0.0802, atom 84 (C): -0.0861, atom 85 (C): -0.2717, atom 86 (C): -0.3012, atom 87 (S): 0.9691, atom 88 (O): -0.6674, atom 89 (C): -0.3335, atom 90 (C): -0.2790, atom 91 (C): -0.0791, atom 92 (H): 0.0916, atom 93 (H): 0.0953, atom 94 (H): 0.0344, atom 95 (H): 0.1299, atom 96 (H): 0.0730, atom 97 (H): 0.1205, atom 98 (H): 0.1012, atom 99 (H): 0.0727

***

Entry 2:
Density functional theory data (the ωB97M-V functional and the def2-TZVPD basis) for a molecular structure, C19H43Br3N7O9Y.

```
! wB97M-V def2-TZVPD RIJCOSX def2/J DEFGRID3
* xyz 2 1
Y -1.577 -1.083 -2.181
N -0.110 0.446 0.683
O -0.588 -0.121 -0.274
O 1.058 0.289 0.925
O -0.882 1.082 1.386
C 3.977 1.842 -0.079
C 4.618 1.761 1.326
O 5.652 2.368 1.619
N 3.836 1.232 2.323
C 4.106 1.369 3.778
H 3.093 1.239 -0.284
H 4.653 1.632 -0.908
H 3.566 2.844 -0.202
H 2.974 0.763 2.082
H 3.267 1.854 4.277
H 4.972 2.006 3.963
H 4.309 0.410 4.254
C 0.820 2.815 -4.086
C 1.153 1.688 -3.074
O 0.234 0.980 -2.661
N 2.392 1.335 -2.842
C 3.629 1.923 -3.397
H -0.072 3.361 -3.777
H 0.636 2.331 -5.045
H 1.540 3.621 -4.226
H 2.513 0.522 -2.254
H 4.389 1.151 -3.512
H 3.988 2.669 -2.688
H 3.390 2.430 -4.331
C -0.352 -2.986 1.580
C -0.707 -3.602 0.251
O -1.227 -2.847 -0.630
N -0.385 -4.834 0.071
C -0.450 -5.579 -1.188
H 0.331 -3.667 2.088
H -1.201 -2.680 2.192
H 0.245 -2.124 1.280
H -0.077 -5.398 0.850
H -0.626 -6.642 -1.023
H 0.409 -5.400 -1.834
H -1.299 -5.248 -1.787
C -4.293 -2.248 1.271
C -3.789 -0.978 0.642
O -3.267 -1.000 -0.479
N -3.817 0.226 1.288
C -4.232 0.296 2.705
H -5.376 -2.209 1.392
H -3.742 -2.223 2.211
H -4.039 -3.128 0.681
H -3.350 1.020 0.876
H -5.037 -0.422 2.862
H -4.607 1.232 3.119
H -3.478 -0.047 3.412
C -4.330 2.822 -2.328
C -3.143 2.107 -1.673
O -2.647 1.082 -2.155
N -2.581 2.612 -0.581
C -2.970 3.789 0.163
H -5.004 1.992 -2.540
H -4.134 3.490 -3.167
H -4.902 3.422 -1.620
H -1.872 2.115 -0.060
H -3.053 4.683 -0.455
H -2.242 4.145 0.892
H -3.976 3.670 0.566
C 2.366 -3.516 -2.205
C 1.795 -2.171 -1.796
O 0.749 -1.716 -2.388
N 2.400 -1.520 -0.796
C 3.515 -2.043 0.059
H 2.381 -4.209 -1.364
H 3.417 -3.455 -2.487
H 1.790 -3.776 -3.093
H 1.862 -0.758 -0.408
H 3.706 -1.293 0.827
H 4.359 -2.179 -0.617
H 3.422 -3.012 0.550
C -1.599 1.773 4.768
Br -2.393 3.382 3.935
Br -2.810 0.875 6.061
Br 0.180 2.329 5.353
H -1.451 1.088 3.933
*
```

Properties
HOMO, eV: -13.114
E, eV: -260417.821
F_max, eV/Å: 5.195

The computed Löwdin charges, all in e, follow: atom 1 (Y): 1.9677, atom 2 (N): -0.5611, atom 3 (O): -0.1384, atom 4 (O): 0.0323, atom 5 (O): 0.0273, atom 6 (C): -0.0074, atom 7 (C): -0.5009, atom 8 (O): 0.0415, atom 9 (N): 0.0081, atom 10 (C): -0.0436, atom 11 (H): 0.0244, atom 12 (H): 0.0692, atom 13 (H): 0.0959, atom 14 (H): 0.0807, atom 15 (H): 0.0514, atom 16 (H): 0.0861, atom 17 (H): 0.0800, atom 18 (C): 0.0288, atom 19 (C): -0.5060, atom 20 (O): -0.0693, atom 21 (N): 0.0505, atom 22 (C): -0.0258, atom 23 (H): 0.0814, atom 24 (H): 0.0968, atom 25 (H): 0.0782, atom 26 (H): 0.1059, atom 27 (H): 0.0995, atom 28 (H): 0.0771, atom 29 (H): 0.0863, atom 30 (C): 0.0617, atom 31 (C): -0.4845, atom 32 (O): -0.1342, atom 33 (N): 0.0717, atom 34 (C): -0.0103, atom 35 (H): 0.0959, atom 36 (H): 0.0980, atom 37 (H): 0.0739, atom 38 (H): 0.1632, atom 39 (H): 0.1061, atom 40 (H): 0.0719, atom 41 (H): 0.0884, atom 42 (C): 0.0338, atom 43 (C): -0.4591, atom 44 (O): -0.1182, atom 45 (N): 0.0875, atom 46 (C): -0.0695, atom 47 (H): 0.1079, atom 48 (H): 0.0883, atom 49 (H): 0.0936, atom 50 (H): 0.1003, atom 51 (H): 0.0857, atom 52 (H): 0.0770, atom 53 (H): 0.0352, atom 54 (C): 0.0480, atom 55 (C): -0.4724, atom 56 (O): -0.1168, atom 57 (N): 0.0526, atom 58 (C): -0.0679, atom 59 (H): 0.0950, atom 60 (H): 0.1046, atom 61 (H): 0.0797, atom 62 (H): 0.0957, atom 63 (H): 0.0959, atom 64 (H): 0.0741, atom 65 (H): 0.0936, atom 66 (C): 0.0193, atom 67 (C): -0.4469, atom 68 (O): -0.1539, atom 69 (N): 0.0673, atom 70 (C): -0.0043, atom 71 (H): 0.0873, atom 72 (H): 0.0999, atom 73 (H): 0.0942, atom 74 (H): 0.0708, atom 75 (H): 0.0815, atom 76 (H): 0.0952, atom 77 (H): 0.0898, atom 78 (C): -1.5326, atom 79 (Br): 0.5540, atom 80 (Br): 0.5938, atom 81 (Br): 0.5926, atom 82 (H): -0.0706

***

Entry 3:
Density functional theory data (the ωB97M-V functional and the def2-TZVPD basis) for a molecular structure, C10H9HfN2O5Se.

```
! wB97M-V def2-TZVPD RIJCOSX def2/J DEFGRID3
* xyz 3 1
O -1.671 -1.900 1.604
C -1.616 -1.410 0.573
Hf -1.268 -0.408 -1.250
C -1.587 0.284 -3.178
O -1.604 0.741 -4.222
C -3.505 -1.378 -1.742
O -4.037 -1.302 -2.797
C -2.666 1.024 -0.605
O -3.283 1.919 -0.186
C -0.905 -2.297 -2.092
O -0.506 -3.316 -2.529
H -3.960 -1.906 -0.832
C 0.589 2.928 1.009
N 1.233 1.613 1.306
C 1.814 1.202 2.514
C 2.317 -0.016 2.332
N 2.056 -0.398 0.996
C 2.501 -1.676 0.369
C 1.375 0.611 0.383
Se 0.921 0.720 -1.486
H 0.632 3.534 1.906
H -0.450 2.782 0.717
H 1.124 3.437 0.209
H 1.809 1.851 3.353
H 2.847 -0.664 2.983
H 3.587 -1.739 0.416
H 2.068 -2.509 0.917
H 2.184 -1.725 -0.670
*
```

Properties
HOMO, eV: -19.785
E, eV: -90350.798
F_max, eV/Å: 10.618

The computed Löwdin charges, all in e, follow: atom 1 (O): 0.2861, atom 2 (C): -0.0635, atom 3 (Hf): 0.7415, atom 4 (C): -0.1676, atom 5 (O): 0.3021, atom 6 (C): -0.1326, atom 7 (O): 0.1920, atom 8 (C): -0.0761, atom 9 (O): 0.2639, atom 10 (C): -0.0600, atom 11 (O): 0.2656, atom 12 (H): 0.1672, atom 13 (C): 0.0366, atom 14 (N): -0.0789, atom 15 (C): 0.0507, atom 16 (C): 0.0507, atom 17 (N): -0.0824, atom 18 (C): 0.0335, atom 19 (C): -0.5737, atom 20 (Se): 0.9343, atom 21 (H): 0.1175, atom 22 (H): 0.0766, atom 23 (H): 0.1118, atom 24 (H): 0.1534, atom 25 (H): 0.1537, atom 26 (H): 0.1254, atom 27 (H): 0.1110, atom 28 (H): 0.0613